108
Properties=species:S:1:pos:R:3:lowdin_charge:R:1 method="wB97M-V/def2-TZVPD" gap_ev=9.175 smiles=COCCNCCOC.COCCNCCOC.COCCNCCOC.COCCNCCOC.CO.CO lumo_energy_ev=0.78
H -0.848 0.413 3.298 0.089
H -3.695 2.652 -3.029 0.091
H 7.258 -0.192 -0.150 0.085
O -1.729 3.001 -4.512 -0.215
H -4.340 4.351 -2.981 0.114
O -0.244 -1.566 3.651 -0.182
O 1.043 -0.481 -0.352 -0.163
C -2.140 5.343 -1.832 -0.233
H 0.779 5.051 -2.501 0.093
C -2.863 3.841 -4.514 -0.207
C 1.402 -3.874 0.471 -0.158
H -1.370 -0.244 4.881 0.102
H -1.533 5.661 -2.683 0.101
H -3.528 3.460 -5.292 0.119
H -4.833 1.143 -0.123 0.132
H 2.264 1.661 -3.975 0.071
C 2.784 -4.261 0.993 -0.255
C -5.728 -3.525 -0.725 -0.218
H -6.225 -2.867 -3.399 0.088
N -4.842 -1.608 0.463 -0.051
H -3.193 -1.223 -0.753 0.095
H -3.156 2.400 1.547 0.073
H 3.876 -1.355 -0.888 0.105
H 2.449 -0.819 1.730 0.103
O 5.857 -1.508 -0.856 -0.199
H 3.457 1.205 2.601 0.137
H -3.248 1.314 3.043 0.088
H 4.735 -4.522 2.925 0.096
C -1.214 2.631 -5.791 -0.106
H -1.978 2.230 -6.479 0.087
H -4.691 1.822 2.126 0.104
H -3.826 -3.658 0.329 0.128
C -1.129 -2.143 2.702 -0.203
H 1.702 4.057 -1.286 0.055
H 5.622 0.484 0.937 0.126
H 7.308 -0.443 -1.995 0.092
H 5.185 -1.284 2.438 0.100
H -6.466 -4.588 -2.876 0.088
H -2.957 6.054 -1.717 0.123
H 0.696 1.115 -3.237 0.094
H -4.939 -4.077 -3.837 0.081
H -6.534 -2.813 -0.825 0.117
C -5.716 -3.817 -3.140 -0.095
H -1.755 3.365 -1.990 0.119
H -0.727 3.448 -6.382 0.092
C 1.045 4.876 -1.432 -0.080
H 0.846 -4.828 0.661 0.128
N -2.579 4.000 -1.989 -0.068
H 0.997 2.843 -3.424 0.066
O -3.332 0.477 1.215 -0.233
C -0.349 -3.257 2.045 -0.203
O 4.309 0.249 4.359 -0.170
H -1.409 -1.379 1.901 0.116
C 1.513 1.880 -3.233 -0.170
C 7.098 -0.899 -1.009 -0.132
C -0.562 -0.299 4.118 -0.120
H 2.864 -1.905 2.991 0.125
H 3.413 -5.332 3.991 0.093
H -1.007 -0.186 -0.605 0.068
C -3.494 3.687 -3.093 -0.168
C 3.239 -0.958 2.511 -0.203
H -2.039 -2.411 3.251 0.126
C -3.890 0.557 -0.079 -0.218
O 2.191 1.894 -2.002 -0.155
H 3.573 -3.504 0.794 0.111
H -1.772 5.187 0.237 0.115
C -4.782 -3.068 0.368 -0.210
H -2.598 4.853 -4.635 0.095
H 1.585 5.768 -1.111 0.084
H 2.181 0.970 -1.648 0.065
H -4.314 -1.300 1.284 0.099
O -4.960 -3.636 -1.939 -0.244
H -1.052 -3.836 1.331 0.143
O -0.098 4.617 -0.612 -0.182
H 4.007 2.290 4.448 0.069
H 0.902 -1.372 0.041 0.028
H -4.733 -0.873 -1.480 0.129
H -6.055 -4.588 -0.536 0.132
H -3.132 1.033 -0.763 0.126
C 3.296 0.322 3.317 -0.188
C 4.694 -0.729 -0.629 -0.206
O 2.668 -4.351 2.379 -0.227
H 7.867 -1.631 -0.784 0.080
H 1.470 -3.558 -0.570 0.116
C 4.530 1.493 4.954 -0.140
H -0.350 1.971 -5.608 0.079
C 3.772 -5.068 2.986 -0.066
H -0.022 -3.985 2.801 0.122
H 2.381 0.535 3.763 0.080
H 4.012 1.556 5.913 0.082
N 0.746 -2.784 1.225 -0.070
C 4.682 -0.091 0.755 -0.169
H 4.722 0.053 -1.386 0.115
H -0.107 1.264 -0.530 0.082
H 3.143 -5.228 0.496 0.140
H 3.810 0.540 0.840 0.091
N 4.470 -1.185 1.739 -0.034
C -3.599 1.566 2.032 -0.107
H -0.352 0.313 0.988 0.059
C -1.181 5.481 -0.620 -0.234
H -0.940 6.524 -0.552 0.111
C -4.159 -0.851 -0.538 -0.234
H -5.190 -3.358 1.338 0.112
C -0.150 0.252 -0.079 -0.133
H 5.601 1.810 5.056 0.101
H 3.876 -6.003 2.423 0.077
H 0.302 0.128 4.473 0.039
H 1.419 -2.368 1.847 0.055